{"formula": "C41H32Br4N2O4PS2Zr", "method": "the ωB97M-V functional and the def2-TZVPD basis", "symbols": ["Zr", "C", "N", "C", "C", "N", "C", "C", "C", "C", "C", "C", "C", "S", "C", "C", "C", "C", "C", "C", "S", "H", "H", "H", "H", "H", "H", "H", "H", "H", "H", "H", "H", "H", "H", "H", "H", "H", "H", "Br", "C", "C", "Br", "C", "Br", "C", "O", "C", "O", "C", "Br", "O", "C", "O", "C", "C", "C", "C", "C", "C", "P", "C", "C", "C", "C", "C", "C", "C", "C", "C", "C", "C", "C", "H", "H", "H", "H", "H", "H", "H", "H", "H", "H", "H", "H", "H", "H"], "xyz": [[0.168, -0.140, 0.935], [-1.754, 1.129, 3.382], [-0.719, 1.706, 2.479], [0.384, 2.151, 3.361], [1.687, 2.338, 2.629], [2.235, 1.065, 2.102], [2.741, 0.212, 3.199], [3.371, 1.383, 1.237], [4.371, 2.245, 1.671], [5.457, 2.548, 0.866], [5.545, 1.971, -0.397], [4.566, 1.094, -0.824], [3.471, 0.771, -0.012], [2.332, -0.436, -0.539], [-1.266, 2.842, 1.732], [-2.159, 3.719, 2.342], [-2.688, 4.802, 1.664], [-2.318, 5.029, 0.345], [-1.424, 4.171, -0.267], [-0.881, 3.068, 0.406], [0.275, 2.059, -0.451], [-1.950, 1.805, 4.221], [-1.385, 0.191, 3.782], [-2.669, 0.962, 2.827], [0.496, 1.405, 4.150], [0.111, 3.098, 3.841], [2.394, 2.800, 3.329], [1.555, 3.011, 1.783], [3.518, 0.731, 3.770], [3.172, -0.690, 2.764], [1.937, -0.081, 3.865], [4.312, 2.691, 2.656], [6.221, 3.227, 1.220], [6.381, 2.205, -1.045], [4.627, 0.631, -1.801], [-2.472, 3.549, 3.362], [-3.394, 5.455, 2.161], [-2.728, 5.867, -0.205], [-1.126, 4.329, -1.297], [2.222, -6.611, 2.972], [1.521, -4.854, 2.989], [1.326, -4.186, 4.189], [1.738, -5.014, 5.837], [0.826, -2.875, 4.177], [0.534, -1.885, 5.761], [0.530, -2.245, 2.983], [0.100, -0.997, 2.867], [0.692, -2.938, 1.756], [0.381, -2.249, 0.682], [1.208, -4.225, 1.773], [1.448, -5.074, 0.103], [-3.840, 0.866, 1.018], [-3.010, 0.350, 0.290], [-1.909, -0.191, 0.727], [-3.311, 0.263, -1.190], [-4.578, 0.705, -1.577], [-5.013, 0.577, -2.881], [-4.184, -0.020, -3.823], [-2.925, -0.448, -3.451], [-2.453, -0.288, -2.142], [-0.757, -0.898, -1.781], [0.158, -0.313, -3.257], [1.314, -0.999, -3.645], [2.103, -0.523, -4.680], [1.771, 0.662, -5.321], [0.648, 1.369, -4.920], [-0.151, 0.885, -3.893], [-1.111, -2.678, -2.086], [-1.760, -3.340, -1.039], [-2.146, -4.662, -1.173], [-1.875, -5.352, -2.348], [-1.234, -4.706, -3.391], [-0.863, -3.371, -3.266], [-5.208, 1.135, -0.812], [-6.001, 0.924, -3.157], [-4.519, -0.154, -4.845], [-2.284, -0.913, -4.189], [1.604, -1.898, -3.122], [2.993, -1.068, -4.969], [2.394, 1.041, -6.122], [0.396, 2.307, -5.398], [-1.013, 1.455, -3.572], [-1.949, -2.811, -0.114], [-2.641, -5.163, -0.351], [-2.158, -6.393, -2.445], [-1.023, -5.237, -4.311], [-0.384, -2.873, -4.096]], "forces_ev_per_angstrom": [[0.120, -0.067, -0.404], [-0.096, 0.035, 0.031], [-0.131, -0.180, 0.183], [0.133, -0.026, -0.057], [-0.026, -0.020, 0.123], [-0.078, 0.213, 0.063], [0.072, -0.079, 0.021], [-0.043, -0.069, -0.238], [-0.007, 0.054, 0.040], [-0.006, -0.037, -0.072], [-0.032, -0.003, 0.039], [0.009, 0.030, 0.057], [0.012, 0.044, -0.010], [-0.067, -0.219, 0.304], [0.055, 0.116, -0.107], [0.003, -0.047, 0.053], [-0.013, 0.037, -0.024], [0.051, -0.047, -0.015], [-0.049, 0.005, 0.066], [-0.016, 0.019, -0.042], [-0.069, -0.062, 0.094], [0.027, 0.019, 0.007], [0.025, 0.010, -0.028], [-0.027, 0.016, -0.020], [-0.032, -0.031, -0.057], [-0.039, -0.007, 0.029], [0.007, -0.004, 0.004], [0.014, 0.000, -0.001], [0.008, 0.028, -0.037], [-0.021, -0.008, -0.015], [-0.023, 0.020, 0.001], [0.004, 0.009, -0.015], [-0.003, 0.000, 0.000], [-0.006, -0.004, -0.003], [0.009, 0.007, -0.004], [0.015, -0.015, 0.017], [0.004, -0.004, 0.000], [-0.003, -0.006, -0.002], [-0.002, 0.006, 0.005], [-0.019, 0.024, 0.009], [-0.004, 0.020, -0.069], [0.000, -0.001, 0.005], [-0.013, 0.014, -0.007], [-0.007, -0.003, 0.001], [-0.001, 0.029, 0.027], [-0.094, 0.020, -0.077], [0.340, 0.008, -0.065], [0.116, 0.197, 0.053], [-0.046, -0.010, 0.096], [-0.097, -0.136, -0.035], [-0.007, 0.063, 0.010], [0.007, -0.015, 0.050], [-0.021, 0.037, 0.142], [-0.140, 0.050, -0.130], [0.153, -0.082, -0.022], [-0.016, 0.017, 0.012], [0.007, -0.005, 0.003], [-0.009, 0.006, 0.013], [-0.010, 0.047, 0.029], [-0.117, 0.002, -0.121], [0.101, 0.049, -0.039], [0.177, -0.265, 0.076], [-0.158, 0.144, -0.063], [0.019, -0.039, 0.040], [0.006, 0.021, -0.020], [-0.026, -0.007, 0.032], [-0.015, 0.064, 0.033], [-0.023, -0.029, 0.032], [0.044, 0.066, -0.067], [0.019, -0.023, -0.014], [-0.030, -0.042, 0.049], [0.039, 0.059, -0.054], [-0.034, 0.006, 0.112], [-0.003, -0.001, -0.005], [0.003, 0.000, -0.015], [0.001, -0.002, 0.004], [0.002, 0.012, -0.002], [0.039, -0.090, 0.043], [-0.011, -0.004, 0.005], [0.001, -0.005, 0.000], [-0.006, -0.001, 0.005], [0.006, 0.009, -0.016], [-0.011, 0.002, 0.026], [-0.001, 0.010, 0.007], [-0.003, 0.006, 0.000], [0.000, 0.013, -0.001], [0.064, 0.031, -0.080]], "lowdin_charge": [1.436, -0.071, -0.198, -0.165, -0.187, -0.211, -0.053, -0.300, -0.047, -0.101, -0.103, -0.114, -0.610, 0.621, -0.267, -0.036, -0.095, -0.100, -0.121, -0.583, 0.616, 0.085, 0.067, 0.071, 0.112, 0.133, 0.115, 0.105, 0.096, 0.108, 0.036, 0.102, 0.092, 0.095, 0.095, 0.104, 0.094, 0.096, 0.092, 0.681, -0.755, -0.761, 0.679, -0.636, 0.756, -0.400, -0.298, -0.405, -0.352, -0.627, 0.768, 0.059, -0.551, -0.263, -0.111, -0.018, -0.077, -0.077, -0.096, -0.267, 1.060, -0.388, -0.149, -0.087, -0.098, -0.084, -0.108, -0.326, -0.103, -0.091, -0.103, -0.091, -0.090, 0.114, 0.098, 0.100, 0.106, 0.094, 0.101, 0.095, 0.099, 0.101, 0.100, 0.105, 0.097, 0.097, 0.092], "e_tot_ev": -366626.1436, "charge": -1, "mol_weight_da": 1122.7, "fmax_ev_per_a": 0.43, "relative_energy_kcal_mol": 0.0, "homo_energy_ev": -4.89}